Record 1
This record from the Open Molecules 2025 dataset describes a structure of composition C6H19N5O3Tl in a non-equilibrium geometry. The level of theory is ωB97M-V/def2-TZVPD.

Structure (XYZ):
```
34
C6H19N5O3Tl (ωB97M-V/def2-TZVPD)
Tl 25.40 22.60 -12.74
C 28.62 26.33 -14.41
C 27.90 25.04 -14.23
C 28.80 23.78 -14.19
O 28.04 22.59 -13.89
C 28.93 21.36 -14.13
N 27.17 25.25 -12.98
H 29.34 26.55 -13.62
H 28.09 27.28 -14.36
H 29.17 26.22 -15.35
H 27.18 24.95 -15.04
H 29.57 23.86 -13.43
H 29.37 23.79 -15.13
H 29.06 21.27 -15.21
H 28.37 20.50 -13.75
H 29.93 21.48 -13.72
H 27.73 25.16 -12.14
H 26.74 26.16 -13.03
C 25.86 22.60 -16.74
O 25.54 22.51 -15.57
N 25.56 23.61 -17.52
N 26.62 21.73 -17.35
H 26.02 23.59 -18.42
H 24.90 24.32 -17.23
H 26.90 20.94 -16.79
H 26.75 21.87 -18.34
C 24.31 25.78 -10.29
O 24.48 24.71 -10.88
N 23.54 26.75 -10.76
N 24.93 26.21 -9.16
H 23.43 27.62 -10.26
H 23.15 26.63 -11.69
H 24.66 27.08 -8.73
H 25.69 25.62 -8.88
```

Calculated values
**Energy relative to the best compared isomer or geometry (same formula, charge and spin)**: 0.000 eV
**Net charge**: +3



Record 2
This record from the Open Molecules 2025 dataset describes a cluster of 4 separate species, C6H19NO4 in total in a non-equilibrium geometry. The level of theory is ωB97M-V/def2-TZVPD.

Structure (XYZ):
```
30
C6H19NO4 (ωB97M-V/def2-TZVPD)
C -3.74 1.05 0.14
N -2.81 0.10 0.74
C -1.78 -0.52 0.08
C -0.81 -1.18 0.70
C 0.01 -2.22 -0.06
C 1.43 -2.50 0.44
C 2.56 -1.62 -0.12
O 2.18 -0.48 -0.87
H -3.47 2.05 0.38
H -4.70 0.82 0.55
H -3.84 0.80 -0.93
H -2.63 0.25 1.72
H -1.92 -0.46 -1.00
H -0.50 -1.09 1.75
H -0.22 -1.93 -1.11
H -0.56 -3.15 -0.12
H 1.59 -3.56 0.23
H 1.43 -2.31 1.50
H 3.31 -2.22 -0.69
H 3.21 -1.25 0.69
H 1.27 -0.54 -1.17
O -1.57 2.68 -2.37
H -0.70 2.33 -2.07
H -1.28 3.61 -2.38
O 2.07 2.33 -0.60
H 2.29 2.56 0.31
H 2.11 1.34 -0.69
O 1.52 0.78 2.36
H 1.51 0.16 1.62
H 1.94 1.57 1.97
```

Calculated values
**Energy relative to the best compared isomer or geometry (same formula, charge and spin)**: 2.937 eV
**SMILES string**: CN/C=C/CCCO.O.O.O



Record 3
This record from the Open Molecules 2025 dataset describes a cluster of 6 separate species, C6H19NO5 in total in a non-equilibrium geometry. The level of theory is ωB97M-V/def2-TZVPD.

Structure (XYZ):
```
31
C6H19NO5 (ωB97M-V/def2-TZVPD)
C -1.43 -2.33 -2.64
C -2.04 -0.94 -2.67
C -1.91 -0.17 -1.38
C -1.61 1.23 -1.33
C -1.41 1.56 -0.02
N -1.50 0.41 0.75
C -1.85 -0.61 -0.09
H -1.46 -2.70 -3.66
H -0.47 -2.37 -2.16
H -1.91 -3.00 -1.92
H -1.70 -0.31 -3.50
H -3.10 -1.03 -2.94
H -1.79 1.97 -2.09
H -1.12 2.45 0.49
H -1.06 0.50 1.65
H -2.05 -1.60 0.29
O -0.44 2.25 2.79
H -0.37 2.92 2.12
H 0.39 1.77 2.77
O 0.87 -0.90 3.36
H 0.05 -1.14 3.75
H 0.60 -0.79 2.44
O 1.23 0.47 1.14
H 1.47 0.72 0.24
H 1.95 -0.15 1.34
O 3.70 -0.71 0.80
H 3.05 -1.38 0.98
H 4.53 -1.03 1.14
O 3.10 0.17 -2.33
H 2.77 -0.47 -1.69
H 4.01 0.20 -2.00
```

Calculated values
**Energy relative to the best compared isomer or geometry (same formula, charge and spin)**: 1.481 eV
**SMILES string**: CCc1cc[nH]c1.O.O.O.O.O



Record 4
This record from the Open Molecules 2025 dataset describes a structure of composition C6H19O11Sr in a non-equilibrium geometry. The level of theory is ωB97M-V/def2-TZVPD.

Structure (XYZ):
```
37
C6H19O11Sr (ωB97M-V/def2-TZVPD)
Sr 0.05 -0.36 -0.68
C 1.72 3.74 -1.08
C 1.68 2.86 0.18
O 1.75 1.60 0.05
O 1.68 3.48 1.26
H 0.89 4.44 -1.02
H 1.57 3.10 -1.96
H 2.67 4.27 -1.07
C 1.32 -3.30 2.70
C 0.61 -2.26 1.83
O 1.09 -1.11 1.76
O -0.28 -2.70 1.04
H 1.61 -2.83 3.64
H 2.25 -3.57 2.20
H 0.66 -4.14 2.92
C -3.24 0.76 2.17
C -1.74 1.01 2.33
O -1.01 0.76 1.32
O -1.34 1.39 3.45
H -3.35 -0.01 1.41
H -3.73 1.70 1.87
H -3.66 0.45 3.12
O -2.52 -0.77 -1.14
H -2.96 -1.56 -1.46
H -3.23 -0.12 -1.01
O 2.31 -1.61 -0.89
H 2.94 -1.60 -0.16
H 2.71 -2.16 -1.58
O -0.22 -2.57 -2.22
H 0.37 -2.68 -2.97
H 0.01 -3.29 -1.60
O 1.15 0.14 -2.94
H 0.73 0.20 -3.81
H 2.10 0.20 -3.12
O -1.27 1.91 -1.45
H -1.48 2.65 -0.87
H -1.86 2.00 -2.21
```

Calculated values
**Energy relative to the best compared isomer or geometry (same formula, charge and spin)**: 0.000 eV
**Net charge**: -1



| no. | energy (eV) |
| --- | --- |
| 1 | -24783.1713 |
| 2 | -16208.4913 |
| 3 | -18256.9371 |
| 4 | -29894.2195 |